1.
Computed, not measured: a molecular structure, C9H17N3 at a distorted geometry, with ωB97M-V/def2-TZVPD.

Geometry (Å):
C  -0.33  -1.93  -0.58
C  -1.66  -1.28  -0.46
C  0.65  -1.46  0.20
C  -1.95  -0.13  0.15
C  0.39  -0.23  1.09
C  1.45  1.56  -0.05
C  1.97  -2.10  0.25
C  -3.34  0.37  0.14
C  2.10  0.95  -1.30
N  1.37  0.84  1.13
N  -0.41  1.63  -0.28
N  -0.84  0.65  0.75
H  -0.13  -2.80  -1.19
H  -2.58  -1.71  -0.90
H  0.33  -0.52  2.07
H  1.62  2.64  0.21
H  2.76  -1.37  -0.24
H  1.84  -2.97  -0.20
H  2.22  -2.36  1.26
H  -3.66  0.32  1.20
H  -4.07  -0.27  -0.33
H  -3.37  1.37  -0.46
H  1.42  0.13  -1.71
H  3.13  0.53  -0.96
H  2.32  1.81  -1.87
H  1.38  1.42  1.95
H  -0.84  2.58  -0.20
H  -0.45  1.29  -1.18
H  -1.32  1.05  1.50

Its total charge is +2. The gap between HOMO and LUMO is 9.37 eV. The energy above the lowest of the compared OMol25 structures with the same formula, charge and spin comes out at 3.536 eV. The value obtained for the calculated total energy is -516.61391 hartree. As for the HOMO energy: -16.8 eV. The calculation puts the largest force on an atom at 5.3 eV/A.

***

2.
Computed, not measured: 2 unconnected molecules or ions with the total composition C9H17N3O at a distorted geometry, with ωB97M-V/def2-TZVPD.

Geometry (Å):
C  -1.92  -3.57  1.33
C  -2.63  -1.07  1.44
C  -2.08  -2.16  0.86
C  -2.68  -0.78  -0.69
N  -3.05  -0.17  0.48
N  -2.12  -1.93  -0.52
H  -2.68  -0.82  2.49
H  -3.30  0.79  0.64
H  -2.01  -4.17  0.44
H  -2.78  -3.89  1.93
H  -2.92  -0.37  -1.66
H  -1.03  -3.75  1.93
C  1.79  -0.11  -1.23
C  1.97  -0.98  0.02
C  3.59  1.44  -0.80
C  0.17  2.26  0.50
C  1.43  2.34  -0.34
O  2.06  3.39  -0.35
N  2.13  1.31  -0.97
H  2.33  -0.34  -2.14
H  0.70  -0.18  -1.35
H  1.52  -1.97  -0.09
H  1.36  -0.77  0.91
H  3.95  2.18  -1.50
H  0.27  1.49  1.26
H  2.95  -0.75  0.44
H  3.78  1.83  0.20
H  4.27  0.59  -0.86
H  0.12  3.24  0.94
H  -0.65  2.13  -0.21

The structure (SMILES) is CCN(C)C(C)=O.Cc1c[nH]cn1. The gap between HOMO and LUMO is 9.51 eV. The energy above the lowest of the compared OMol25 structures with the same formula, charge and spin comes out at 1.452 eV. The value obtained for the calculated total energy is -592.58657 hartree. As for the HOMO energy: -8.9 eV. The calculation puts the largest force on an atom at 3.2 eV/A.

***

3.
Computed, not measured: C9H17N3O2 in the gas phase at a distorted geometry, with ωB97M-V/def2-TZVPD.

Geometry (Å):
C  -1.63  -2.00  -0.03
C  2.60  -0.93  0.12
C  2.26  0.00  1.25
C  -2.02  1.81  1.30
C  1.37  -1.62  -0.47
C  0.02  0.13  0.39
C  -1.24  1.41  0.09
C  -0.69  2.22  -1.09
C  -0.89  -1.36  -1.34
N  1.18  0.84  0.82
N  -2.61  1.13  0.14
N  0.31  -0.69  -0.88
O  -2.82  -1.85  0.13
O  -0.81  -2.55  0.74
H  3.08  -0.37  -0.72
H  3.18  -1.75  0.39
H  2.05  -0.61  2.07
H  3.13  0.72  1.63
H  -1.75  1.17  2.05
H  -2.25  2.83  1.54
H  1.62  -2.07  -1.36
H  0.93  -2.25  0.34
H  -0.30  -0.48  1.21
H  0.35  1.98  -1.07
H  -0.88  3.23  -0.83
H  -1.05  1.83  -2.09
H  -1.56  -0.62  -1.77
H  -0.64  -2.17  -1.96
H  1.50  1.69  0.31
H  -2.95  0.17  0.45
H  0.53  0.16  -1.35

The structure (SMILES) is C[C@@]1([C@@H]2NCCC[N@H+]2CC(=O)[O-])CN1. The gap between HOMO and LUMO is 8.94 eV. The energy above the lowest of the compared OMol25 structures with the same formula, charge and spin comes out at 1.747 eV. The value obtained for the calculated total energy is -667.73026 hartree. As for the HOMO energy: -8.7 eV. The calculation puts the largest force on an atom at 4.9 eV/A.

***

4.
Computed, not measured: C9H17N3O4 in the gas phase at a distorted geometry, with ωB97M-V/def2-TZVPD.

Geometry (Å):
C  1.09  -0.28  -0.75
C  0.10  0.96  -0.97
C  2.27  -0.01  -1.81
C  3.19  -1.22  -2.08
C  -1.00  0.39  1.24
C  -2.26  -0.52  1.07
C  -1.01  1.27  2.60
C  -2.05  2.46  2.35
C  -1.34  0.60  3.99
H  0.81  -2.21  -0.84
H  0.04  -1.32  -2.02
H  1.34  -0.53  0.36
H  2.69  0.94  -1.27
H  1.61  0.39  -2.59
H  4.30  0.19  -3.16
H  4.78  -1.79  -3.31
H  -1.51  1.89  -0.41
H  -0.14  -0.34  1.29
H  -0.02  1.75  2.85
H  -1.50  3.16  1.48
H  -2.25  3.12  3.29
H  -3.16  2.30  2.06
H  -2.47  0.59  4.57
H  -0.63  1.12  4.76
H  -1.08  -0.61  3.95
H  -0.97  -1.58  -0.21
N  0.19  -1.43  -1.04
N  4.14  -1.00  -3.05
N  -0.87  1.10  0.00
O  -0.03  1.58  -2.01
O  2.95  -2.36  -1.61
O  -3.32  -0.34  1.59
O  -2.10  -1.34  0.02

The structure (SMILES) is CC(C)[C@H](NC(=O)[C@@H](N)CC(N)=O)C(=O)O. The gap between HOMO and LUMO is 9.42 eV. The energy above the lowest of the compared OMol25 structures with the same formula, charge and spin comes out at 4.402 eV. The value obtained for the calculated total energy is -818.26376 hartree. As for the HOMO energy: -9.2 eV. The calculation puts the largest force on an atom at 5.2 eV/A.

***

Which of these has the lowest largest force on an atom? C9H17N3O